# 1
{
  "formula": "C5H9N",
  "method": "the ωB97M-V functional and the def2-TZVPD basis",
  "orbital_gap_ev": 8.863,
  "largest_force_ev_per_a": 2.40,
  "total_energy_ev": -6819.5118,
  "smiles": "C/C=C/C=C/N",
  "charge": 0,
  "de_lowest_kcal_mol": 34.2,
  "species": ["N", "C", "C", "C", "C", "C", "H", "H", "H", "H", "H", "H", "H", "H", "H"],
  "xyz": [[1.61, -2.37, -1.09], [0.94, -1.12, -1.10], [0.11, -0.83, -0.09], [-0.33, 0.57, 0.05], [-0.65, 1.26, 1.14], [-1.56, 2.49, 1.13], [1.17, -3.00, -0.45], [1.78, -2.70, -2.03], [1.08, -0.50, -1.98], [-0.14, -1.57, 0.66], [-0.67, 1.00, -0.89], [-0.43, 0.84, 2.12], [-2.03, 2.54, 2.11], [-1.02, 3.40, 0.81], [-2.27, 2.31, 0.32]]
}

---

# 2
{
  "formula": "C30H32FHfN4O5S3",
  "method": "the ωB97M-V functional and the def2-TZVPD basis",
  "orbital_gap_ev": 7.227,
  "largest_force_ev_per_a": 3.48,
  "total_energy_ev": -84354.4963,
  "charge": 1,
  "de_lowest_kcal_mol": 0.0,
  "species": ["Hf", "C", "N", "C", "C", "N", "C", "C", "C", "C", "C", "C", "C", "S", "C", "C", "C", "C", "C", "C", "S", "H", "H", "H", "H", "H", "H", "H", "H", "H", "H", "H", "H", "H", "H", "H", "H", "H", "H", "F", "C", "C", "N", "C", "C", "O", "O", "C", "O", "N", "C", "O", "H", "H", "H", "H", "C", "C", "C", "C", "C", "C", "C", "S", "C", "O", "H", "H", "H", "H", "H", "H", "H", "H", "H", "H"],
  "xyz": [[0.62, 0.25, -0.47], [-1.26, -0.82, -2.98], [-0.69, 0.44, -2.46], [0.30, 1.13, -3.36], [1.60, 0.30, -3.50], [2.12, -0.29, -2.25], [2.13, -1.80, -2.36], [3.42, 0.21, -1.72], [4.56, -0.57, -1.80], [5.68, -0.09, -1.10], [5.72, 1.23, -0.55], [4.55, 1.90, -0.46], [3.34, 1.46, -1.06], [1.90, 2.50, -0.79], [-1.88, 1.32, -2.22], [-2.69, 1.61, -3.35], [-3.80, 2.42, -3.26], [-4.11, 3.03, -2.07], [-3.18, 2.89, -1.02], [-2.06, 2.01, -1.05], [-1.05, 2.13, 0.36], [-1.92, -0.64, -3.84], [-1.87, -1.30, -2.21], [-0.43, -1.47, -3.30], [0.49, 2.18, -2.91], [-0.22, 1.29, -4.31], [2.36, 1.02, -3.90], [1.40, -0.45, -4.20], [2.48, -2.20, -3.28], [1.07, -2.19, -2.17], [2.72, -2.16, -1.56], [4.53, -1.54, -2.28], [6.58, -0.75, -0.94], [6.62, 1.72, -0.22], [4.58, 2.90, 0.01], [-2.40, 1.22, -4.36], [-4.43, 2.59, -4.18], [-5.11, 3.50, -1.90], [-3.25, 3.46, -0.09], [5.72, 1.08, 5.34], [4.64, 0.32, 5.15], [4.17, -0.01, 3.93], [3.09, -0.88, 3.80], [2.81, -1.59, 2.56], [2.13, -0.86, 1.39], [1.96, -1.46, 0.29], [1.59, 0.30, 1.56], [2.25, -1.16, 4.90], [1.33, -1.93, 4.84], [2.63, -0.54, 6.08], [3.94, -0.13, 6.35], [4.34, -0.02, 7.49], [4.52, 0.46, 3.00], [2.07, -2.34, 2.86], [3.76, -1.95, 2.09], [2.08, -0.83, 6.91], [-7.05, -0.03, -0.67], [-5.73, -0.48, -0.05], [-4.92, 0.37, 0.74], [-3.86, -0.17, 1.40], [-3.31, -1.40, 0.97], [-4.06, -2.17, 0.11], [-5.22, -1.72, -0.38], [-1.63, -2.03, 1.16], [-1.25, -1.23, 2.80], [-0.79, -1.08, 0.17], [-7.87, -0.08, 0.07], [-7.22, -0.85, -1.38], [-7.05, 0.87, -1.29], [-5.10, 1.39, 0.84], [-3.32, 0.35, 2.22], [-3.71, -3.17, -0.11], [-5.76, -2.30, -1.18], [-1.16, -0.13, 2.50], [-0.40, -1.69, 3.25], [-2.05, -1.36, 3.45]]
}

---

# 3
{
  "formula": "C36H50N2P2S3Si2TeTi",
  "method": "the ωB97M-V functional and the def2-TZVPD basis",
  "orbital_gap_ev": [7.605, 8.086],
  "multiplicity": 2,
  "largest_force_ev_per_a": 0.88,
  "total_energy_ev": -138371.0305,
  "charge": 1,
  "de_lowest_kcal_mol": 13.6,
  "species": ["Ti", "S", "P", "C", "P", "S", "C", "C", "C", "C", "C", "C", "C", "C", "C", "C", "C", "C", "C", "C", "C", "C", "C", "C", "C", "C", "C", "C", "C", "C", "H", "H", "H", "H", "H", "H", "H", "H", "H", "H", "H", "H", "H", "H", "H", "H", "H", "H", "H", "H", "C", "N", "C", "S", "N", "C", "H", "H", "H", "H", "H", "H", "H", "H", "C", "Si", "C", "C", "C", "Te", "C", "Si", "C", "C", "C", "H", "H", "H", "H", "H", "H", "H", "H", "H", "H", "H", "H", "H", "H", "H", "H", "H", "H", "H", "H", "H", "H"],
  "xyz": [[0.09, -0.08, 0.36], [2.09, -1.05, 1.27], [0.58, -2.41, 1.62], [-0.76, -2.01, 0.64], [-0.56, -2.40, -1.03], [-0.26, -0.63, -2.01], [-2.05, -3.16, -1.72], [-3.14, -3.41, -0.89], [-4.30, -3.96, -1.43], [-4.37, -4.25, -2.78], [-3.28, -4.00, -3.61], [-2.13, -3.45, -3.08], [0.78, -3.52, -1.52], [2.06, -3.04, -1.78], [3.09, -3.92, -2.09], [2.84, -5.28, -2.14], [1.57, -5.77, -1.90], [0.54, -4.90, -1.59], [1.26, -4.09, 1.56], [2.62, -4.35, 1.57], [3.08, -5.66, 1.63], [2.17, -6.71, 1.70], [0.81, -6.45, 1.69], [0.35, -5.15, 1.62], [0.07, -2.33, 3.36], [-1.22, -2.72, 3.70], [-1.57, -2.87, 5.04], [-0.63, -2.61, 6.03], [0.65, -2.20, 5.69], [1.01, -2.08, 4.36], [-3.07, -3.17, 0.16], [-5.15, -4.16, -0.78], [-5.28, -4.68, -3.19], [-3.34, -4.24, -4.66], [-1.28, -3.25, -3.73], [2.25, -1.98, -1.75], [4.08, -3.53, -2.29], [3.65, -5.97, -2.38], [1.38, -6.84, -1.94], [-0.45, -5.29, -1.40], [3.33, -3.53, 1.51], [4.14, -5.86, 1.64], [2.53, -7.73, 1.75], [0.10, -7.27, 1.74], [-0.72, -4.94, 1.61], [-1.95, -2.91, 2.91], [-2.57, -3.19, 5.30], [-0.91, -2.72, 7.07], [1.38, -2.00, 6.47], [2.01, -1.78, 4.09], [2.22, 2.08, -3.03], [0.81, 2.48, -2.98], [0.07, 2.47, -1.87], [0.83, 2.21, -0.34], [-1.22, 2.73, -1.99], [-2.20, 2.63, -0.91], [2.52, 2.08, -4.08], [2.35, 1.08, -2.62], [2.84, 2.78, -2.48], [0.34, 2.57, -3.86], [-1.60, 2.82, -2.92], [-2.17, 1.65, -0.43], [-3.19, 2.74, -1.35], [-2.05, 3.40, -0.17], [-4.53, 1.61, 5.23], [-3.59, 1.07, 3.72], [-3.74, 2.33, 2.37], [-4.20, -0.56, 3.07], [-1.81, 0.79, 4.29], [-0.22, 1.13, 2.93], [-0.50, 3.24, 2.76], [0.98, 4.20, 3.43], [0.95, 4.00, 5.28], [2.57, 3.55, 2.72], [0.75, 5.98, 2.95], [-5.60, 1.66, 5.04], [-4.20, 2.60, 5.55], [-4.36, 0.92, 6.06], [-4.73, 2.25, 1.91], [-2.99, 2.16, 1.58], [-3.62, 3.36, 2.72], [-5.18, -0.46, 2.60], [-4.28, -1.30, 3.88], [-3.50, -0.95, 2.32], [-1.70, -0.26, 4.57], [-1.52, 1.38, 5.16], [-1.39, 3.45, 3.37], [-0.72, 3.48, 1.72], [1.10, 2.95, 5.56], [-0.01, 4.33, 5.69], [1.74, 4.59, 5.75], [2.64, 2.46, 2.80], [3.42, 3.97, 3.26], [2.67, 3.83, 1.67], [-0.23, 6.36, 3.27], [0.82, 6.11, 1.86], [1.51, 6.61, 3.41]]
}